The following is a quantum chemistry calculation of C35H32IN5O4OsS as an isolated structure, from OMol25.

Each line ends with the Mulliken charge.
Cartesian coordinates (Å):
Os: -11.13 16.84 10.76  1.1834
C: -16.85 17.06 15.15  -0.7810
O: -16.20 17.06 13.85  -0.0167
C: -16.69 17.77 12.82  0.9443
C: -17.48 18.92 12.89  -0.7229
C: -18.38 19.17 11.82  -0.4980
C: -18.36 18.38 10.66  -0.7155
C: -17.28 17.50 10.47  0.0475
C: -16.40 17.32 11.51  -1.1925
N: -15.18 16.60 11.29  0.2129
C: -13.97 17.14 11.25  1.1980
N: -13.86 18.41 10.92  0.0543
C: -12.76 19.28 10.90  0.0147
C: -11.45 18.83 11.01  -0.2135
C: -10.45 19.80 11.21  -0.7011
C: -10.73 21.17 11.16  -0.8167
C: -12.03 21.59 10.79  -0.5788
C: -13.07 20.63 10.81  0.8950
O: -14.40 20.89 10.76  -0.3461
C: -14.86 22.27 11.00  -0.8564
N: -12.92 16.32 11.41  -0.4138
C: -13.03 14.98 11.94  -1.7172
C: -13.26 13.85 11.15  -0.1157
C: -13.56 12.65 11.78  -0.8585
C: -13.65 12.59 13.18  -0.5793
C: -13.52 13.73 13.93  -0.7214
C: -13.25 14.97 13.32  1.6134
O: -13.53 16.13 14.02  -0.0108
C: -12.71 16.35 15.21  -0.9491
H: -17.67 16.28 15.19  0.3069
H: -17.14 18.07 15.49  0.3410
H: -16.11 16.69 15.87  0.1863
H: -17.43 19.56 13.78  0.4334
H: -19.10 20.01 11.91  0.4028
H: -19.14 18.51 9.89  0.3870
H: -17.17 17.04 9.53  0.5662
H: -15.19 15.59 11.19  0.2678
H: -14.76 18.79 10.65  0.2902
H: -9.44 19.47 11.45  0.4552
H: -9.92 21.84 11.40  0.4430
H: -12.14 22.68 10.69  0.3885
H: -14.56 22.67 12.03  0.3631
H: -15.94 22.12 10.97  0.2798
H: -14.62 22.97 10.15  0.3366
H: -13.25 13.93 10.04  0.4895
H: -13.80 11.70 11.27  0.4184
H: -13.81 11.63 13.67  0.4809
H: -13.85 13.68 14.97  0.3648
H: -11.63 16.44 14.99  0.2633
H: -12.88 15.60 16.00  0.3572
H: -13.12 17.26 15.69  0.2436
C: -3.92 9.92 14.43  -1.0462
C: -5.22 10.53 13.85  0.7286
O: -5.22 10.96 12.69  -0.5267
S: -6.62 10.49 14.95  -0.1600
C: -7.44 11.82 14.15  0.3950
C: -7.86 11.69 12.82  -0.7871
C: -8.45 12.78 12.25  -0.2908
C: -8.69 13.96 13.02  0.0567
C: -8.22 14.04 14.37  -0.5947
C: -7.66 12.95 14.93  -0.7318
C: -9.31 15.07 12.45  2.1906
C: -9.90 16.00 11.87  -1.9207
H: -3.77 8.93 13.96  0.3035
H: -3.88 9.80 15.52  0.3696
H: -3.10 10.56 14.06  0.3198
H: -7.62 10.78 12.34  0.5550
H: -8.80 12.75 11.20  0.4642
H: -8.46 14.92 15.01  0.4133
H: -7.27 13.00 15.92  0.4594
I: -5.58 16.85 7.95  0.2268
C: -7.61 17.05 8.38  -0.6891
C: -8.53 17.78 7.65  -0.0628
N: -9.78 17.58 8.17  -0.1632
N: -9.66 16.85 9.32  0.0541
C: -8.35 16.39 9.40  0.0317
H: -8.38 18.37 6.72  0.4352
H: -10.69 18.00 7.84  0.2678
H: -7.98 15.81 10.25  0.2782

The value obtained for the HOMO-LUMO gap (spin up / spin down) is 6.4422 / 4.9043 eV. The spin multiplicity is 5. The LUMO energy (spin up / spin down) comes out at -6.03 / -7.87 eV. The expectation value of S² is 6.0762. Its HOMO energy (spin up / spin down) is -12.5 / -12.8 eV. Its largest force on an atom is 3.22 eV Å⁻¹. Its relative energy (zero: lowest compared OMol25 entry of this formula, charge and spin) is 1.381 eV. The net charge is +2.



The following is a quantum chemistry calculation of C35H32LuN5O9P3S as an isolated structure, from OMol25.

Each line ends with the Mulliken charge.
Cartesian coordinates (Å):
Lu: -0.79 -0.49 0.72  2.0196
S: -3.99 -0.59 0.41  -0.3712
C: -3.16 -0.24 -1.13  0.3434
N: -3.98 0.09 -2.06  -0.8876
N: -3.41 0.11 -3.36  0.2092
C: -3.37 -1.15 -4.02  -0.0580
C: -3.31 -1.22 -5.41  -0.3722
C: -3.13 -2.41 -6.13  -0.5825
C: -3.12 -3.64 -5.45  -0.4380
C: -3.18 -3.61 -4.06  -0.7043
C: -3.31 -2.39 -3.35  0.1219
N: -1.79 -0.59 -1.32  0.4170
N: -0.95 0.60 -1.28  -0.4041
C: 0.02 0.62 -2.28  0.0061
C: 1.14 1.43 -2.10  0.2699
C: 2.29 1.31 -2.84  -0.6804
C: 2.33 0.35 -3.86  -0.5727
C: 1.17 -0.38 -4.12  -0.9940
C: 0.03 -0.30 -3.34  0.3331
H: -3.84 0.83 -3.91  0.3300
H: -3.32 -0.31 -6.00  0.2952
H: -2.94 -2.30 -7.18  0.3726
H: -3.01 -4.58 -5.99  0.3471
H: -3.14 -4.53 -3.50  0.3901
H: -3.32 -2.39 -2.28  0.4151
H: 1.10 2.22 -1.32  0.2041
H: 3.15 1.91 -2.60  0.4349
H: 3.15 0.28 -4.54  0.4189
H: 1.21 -1.09 -4.96  0.4074
H: -0.85 -0.93 -3.55  -0.0173
O: -2.94 2.23 4.09  -0.6328
C: -2.17 1.48 3.48  -0.4009
C: -0.80 1.29 4.20  0.4236
C: -0.90 0.95 5.54  -0.6224
C: 0.22 0.67 6.35  -0.9316
C: 1.48 0.96 5.82  -0.6095
C: 1.59 1.35 4.48  -0.8051
C: 0.47 1.43 3.68  1.0652
P: 0.69 1.62 1.88  0.7235
C: 0.12 3.39 1.63  0.5259
C: -0.68 3.76 0.55  0.1212
C: -0.96 5.11 0.36  -0.8686
C: -0.47 6.05 1.24  -0.5152
C: 0.32 5.72 2.32  -0.7985
C: 0.64 4.38 2.50  -0.7588
C: 2.49 1.52 1.57  0.6966
C: 3.24 2.66 1.37  -0.3184
C: 4.64 2.56 1.15  -0.6746
C: 5.21 1.29 1.14  -0.5117
C: 4.46 0.16 1.36  -0.7516
C: 3.09 0.24 1.51  -0.1789
H: -1.89 0.85 5.97  0.4869
H: 0.07 0.36 7.38  0.3915
H: 2.38 0.85 6.39  0.4316
H: 2.59 1.49 4.06  0.4924
H: -1.03 2.96 -0.09  0.4070
H: -1.58 5.40 -0.47  0.4530
H: -0.79 7.09 1.11  0.3262
H: 0.67 6.48 2.99  0.4148
H: 1.31 4.06 3.29  0.4509
H: 2.75 3.65 1.39  0.3375
H: 5.22 3.50 1.01  0.3197
H: 6.26 1.22 0.91  0.3679
H: 4.94 -0.82 1.38  0.4018
H: 2.49 -0.68 1.58  0.1574
C: 0.61 -5.37 -0.10  -1.7351
C: 0.96 -3.97 0.35  0.9511
O: 2.30 -3.97 0.83  -0.6572
P: 0.83 -2.76 -1.01  0.0603
O: -0.52 -2.92 -1.78  -0.3303
O: 1.99 -3.26 -1.95  -0.6767
O: 1.03 -1.42 -0.35  0.2003
P: -0.21 -3.21 1.52  0.1304
O: -0.69 -4.48 2.38  -0.5819
O: 0.45 -2.08 2.30  -0.7861
O: -1.39 -2.66 0.78  -0.4099
H: 1.42 -5.67 -0.81  0.4112
H: -0.36 -5.48 -0.58  0.3218
H: 0.65 -6.03 0.77  0.4020
H: 2.34 -3.25 1.45  0.4383
H: -1.05 -1.96 -1.73  0.0364
H: 2.20 -2.57 -2.58  0.4015
H: -1.46 -4.14 2.91  0.3852
O: -4.01 1.91 1.31  -0.5531
C: -3.46 0.89 1.54  0.5102
N: -2.42 0.60 2.41  -0.3879

The value obtained for the HOMO-LUMO gap is 6.4223 eV. The spin multiplicity is 1. The LUMO energy comes out at 2.39 eV. Its HOMO energy is -4.0 eV. Its largest force on an atom is 1.96 eV Å⁻¹. Its relative energy (zero: lowest compared OMol25 entry of this formula, charge and spin) is 0.000 eV. The net charge is -1.



The following is a quantum chemistry calculation of C35H33F8LaN3O4S3 as an isolated structure, from OMol25.

Each line ends with the Mulliken charge.
Cartesian coordinates (Å):
La: 0.26 -1.96 0.83  1.4921
C: 0.47 3.85 -0.76  -1.8579
C: 0.16 2.54 -1.50  2.0117
C: 0.18 2.69 -2.94  -2.1099
C: -1.09 1.92 -0.78  -0.6936
C: -1.00 1.05 0.30  -1.3198
C: -2.13 0.42 0.78  -0.1240
C: -3.39 0.70 0.23  1.1949
C: -4.62 0.01 0.68  -1.2923
C: -3.44 1.71 -0.73  -1.0349
C: -2.35 2.27 -1.28  -0.6719
H: 1.45 4.27 -0.91  0.4619
H: 0.36 3.89 0.31  0.3490
H: -0.21 4.62 -1.05  0.5077
H: 0.87 1.87 -1.24  -0.6534
H: -0.51 3.57 -3.40  0.2774
H: -0.11 1.85 -3.53  0.4246
H: 1.06 3.08 -3.29  0.5709
H: -0.13 1.04 0.75  1.9939
H: -1.91 -0.32 1.70  0.5710
H: -5.05 -0.74 -0.08  0.2161
H: -5.56 0.73 0.78  0.3307
H: -4.42 -0.69 1.58  0.2051
H: -4.50 1.93 -1.22  0.1029
H: -2.42 2.91 -2.14  0.3615
F: 5.07 -0.59 -2.33  -0.4115
C: 3.69 -0.77 -2.44  -0.0499
C: 3.06 -1.19 -1.23  -0.1347
C: 1.53 -1.44 -1.23  -0.1641
C: 1.02 -1.03 -2.44  0.8131
C: 1.69 -0.47 -3.52  0.6707
F: 1.21 -0.13 -4.69  -0.4424
C: 3.10 -0.31 -3.49  -0.6633
C: -0.41 -1.59 -2.73  -0.2798
C: -0.88 -2.07 -4.00  -1.3185
C: -2.16 -2.56 -4.05  -0.2862
C: -2.96 -2.56 -2.87  -1.0588
C: -2.35 -2.25 -1.67  -0.1010
N: -1.08 -1.86 -1.59  0.7115
H: 3.77 -1.38 -0.35  0.2987
H: 3.66 0.19 -4.31  0.3831
H: -0.38 -1.77 -4.83  0.6456
H: -2.49 -3.09 -5.05  0.2275
H: -4.02 -2.89 -2.89  0.3978
H: -2.80 -2.36 -0.72  0.3532
N: 1.54 -5.45 1.07  -0.6730
C: 1.60 -4.29 0.79  -0.1795
H: 0.90 6.99 -0.74  0.0349
S: 1.37 -0.78 3.13  -0.6182
C: 1.86 -0.13 1.59  -0.7484
F: -2.68 -5.76 2.96  -0.2229
C: -2.90 -5.55 1.67  0.4210
F: -1.84 -5.79 0.93  -0.1834
F: -3.84 -6.41 1.25  -0.2415
S: -3.54 -3.85 1.34  1.2389
O: -2.34 -3.08 1.58  -0.5989
O: -4.03 -3.95 0.02  -0.7345
N: -4.65 -3.56 2.42  -0.4153
S: -6.20 -3.36 2.10  1.0391
O: -6.65 -3.03 0.79  -0.5829
O: -6.74 -2.49 3.12  -0.6655
C: -6.67 -5.12 2.47  0.6075
F: -6.08 -5.69 3.59  -0.2479
F: -6.30 -5.89 1.43  -0.1975
F: -8.01 -5.16 2.68  -0.2281
C: 4.05 1.19 3.50  -1.6949
C: 3.30 2.01 2.32  2.7330
C: 2.25 2.92 2.90  -1.8590
C: 2.70 0.95 1.45  -0.3568
C: 4.31 2.76 1.48  -0.0588
C: 4.57 4.13 1.68  -0.8672
C: 5.60 4.76 1.10  -0.8034
C: 6.45 4.10 0.22  -0.6203
C: 6.16 2.76 -0.08  -0.3960
C: 5.10 2.07 0.54  -0.2367
H: 3.00 1.04 4.21  0.2567
H: 4.71 1.86 3.88  0.6883
H: 4.57 0.48 2.95  0.3768
H: 1.42 2.30 3.12  0.4950
H: 2.00 3.86 2.44  0.3250
H: 2.53 3.13 4.03  0.3390
H: 2.84 1.16 0.35  0.1440
H: 3.96 4.64 2.24  0.7143
H: 6.18 5.77 1.48  0.0795
H: 7.26 4.32 -0.26  0.6048
H: 6.96 2.07 -0.75  0.1235
H: 5.05 1.01 0.36  0.3047

The value obtained for the HOMO-LUMO gap (spin up / spin down) is 5.8288 / 5.2859 eV. The spin multiplicity is 2. The LUMO energy (spin up / spin down) comes out at 4.13 / 3.59 eV. The expectation value of S² is 0.7501. Its HOMO energy (spin up / spin down) is -1.7 / -1.7 eV. Its largest force on an atom is 7.45 eV Å⁻¹. Its relative energy (zero: lowest compared OMol25 entry of this formula, charge and spin) is 4.537 eV. The net charge is -2.



> What is the net charge in the third record?

-2



> The highest net charge belongs to which entry?

C35H32IN5O4OsS